ORCA calculation (ωB97M-V/def2-TZVPD) on a cluster of 11 separate species, C41H75NO23 in total.

Values from the calculation:
Structure (SMILES): CCOC(C)=O.CCOC(C)=O.CCOC(C)=O.CCOC(C)=O.CCOC(C)=O.CCOC(C)=O.CCOC(C)=O.O=C1OCCO1.O=C1OCCO1.O=C1OCCO1.CCCC#N

Each line ends with the Löwdin charge.
Atoms and positions in Å:
O  -7.278  -5.775  -5.350  0.08
C  -6.708  -6.771  -5.773  -0.53
O  -5.403  -6.908  -5.865  -0.01
C  -4.670  -5.692  -5.956  -0.22
C  -3.119  -5.769  -6.213  -0.04
C  -7.376  -8.177  -5.660  0.02
H  -4.847  -5.152  -5.026  0.12
H  -5.165  -5.056  -6.690  0.12
H  -2.974  -6.044  -7.257  0.07
H  -2.709  -6.450  -5.468  0.07
H  -2.727  -4.759  -6.088  0.07
H  -6.850  -8.618  -4.813  0.08
H  -7.231  -8.776  -6.559  0.08
H  -8.437  -8.125  -5.415  0.08
O  -5.281  -6.373  3.215  0.11
C  -5.243  -7.440  2.676  -0.55
O  -6.301  -8.069  2.187  -0.02
C  -7.607  -7.625  2.391  -0.20
C  -8.173  -7.927  3.869  -0.04
C  -3.959  -8.219  2.430  0.02
H  -8.242  -8.165  1.688  0.11
H  -7.689  -6.620  1.976  0.12
H  -9.240  -8.149  3.850  0.06
H  -8.045  -7.086  4.550  0.06
H  -7.651  -8.774  4.315  0.07
H  -3.608  -8.345  1.406  0.08
H  -4.172  -9.206  2.839  0.09
H  -3.081  -7.725  2.845  0.08
O  6.541  3.904  -4.535  0.06
C  5.986  4.887  -5.041  -0.42
O  6.247  5.486  -6.295  -0.06
C  7.191  5.030  -7.262  -0.22
C  7.398  6.190  -8.281  -0.06
C  4.709  5.475  -4.394  0.01
H  6.756  4.184  -7.795  0.12
H  8.104  4.710  -6.760  0.12
H  8.055  5.822  -9.069  0.07
H  7.893  7.079  -7.890  0.07
H  6.444  6.554  -8.662  0.07
H  4.936  5.780  -3.373  0.08
H  3.955  4.687  -4.380  0.08
H  4.307  6.307  -4.972  0.08
O  -10.170  6.882  -5.575  0.11
C  -9.344  6.544  -6.360  -0.65
O  -9.377  6.768  -7.617  0.02
C  -10.530  7.385  -8.224  -0.17
C  -11.770  6.479  -8.428  -0.08
C  -8.161  5.720  -5.956  0.03
H  -10.311  7.621  -9.265  0.12
H  -10.789  8.247  -7.610  0.12
H  -12.157  6.106  -7.480  0.07
H  -11.677  5.527  -8.950  0.07
H  -12.614  6.932  -8.949  0.07
H  -7.908  5.067  -6.792  0.10
H  -8.554  5.366  -5.003  0.09
H  -7.478  6.501  -5.622  0.10
O  5.301  8.877  9.599  0.09
C  6.273  8.717  8.896  -0.52
O  6.251  7.886  7.875  0.01
C  5.121  7.264  7.468  -0.27
C  5.324  6.718  6.083  -0.07
C  7.615  9.388  9.220  0.03
H  4.322  7.995  7.347  0.13
H  4.728  6.538  8.179  0.13
H  5.907  5.806  5.953  0.07
H  5.759  7.447  5.400  0.08
H  4.462  6.339  5.533  0.08
H  8.386  8.917  8.610  0.08
H  7.831  9.258  10.281  0.08
H  7.567  10.476  9.217  0.09
O  -8.676  0.353  6.187  0.06
C  -8.049  0.957  5.279  -0.46
O  -6.850  1.625  5.541  -0.03
C  -6.227  1.658  6.848  -0.24
C  -4.743  1.829  7.016  -0.08
C  -8.359  0.934  3.854  0.00
H  -6.437  0.745  7.405  0.11
H  -6.754  2.402  7.446  0.12
H  -4.425  2.178  7.998  0.09
H  -4.519  2.636  6.317  0.07
H  -4.118  1.038  6.603  0.08
H  -7.856  1.666  3.222  0.09
H  -9.415  1.204  3.813  0.09
H  -8.334  -0.082  3.461  0.10
O  10.385  0.784  2.648  0.06
C  10.097  -0.378  2.285  -0.49
O  10.862  -1.463  2.429  -0.02
C  12.216  -1.341  2.779  -0.20
C  13.022  -0.614  1.634  -0.06
C  8.700  -0.759  1.831  0.01
H  12.588  -2.354  2.931  0.12
H  12.373  -0.902  3.764  0.12
H  12.626  -0.951  0.676  0.08
H  14.084  -0.837  1.734  0.07
H  13.035  0.468  1.505  0.07
H  8.110  -0.047  1.255  0.09
H  8.068  -0.956  2.697  0.09
H  8.769  -1.694  1.274  0.08
C  4.237  -10.179  4.367  -0.10
C  4.807  -9.488  3.147  -0.30
C  6.347  -9.366  3.033  -0.18
C  6.870  -8.672  1.784  -0.21
N  7.279  -8.143  0.852  0.13
H  4.736  -11.148  4.334  0.07
H  3.177  -10.356  4.185  0.08
H  4.409  -9.598  5.273  0.08
H  4.559  -8.428  3.200  0.10
H  4.350  -9.767  2.197  0.11
H  6.620  -10.415  2.922  0.11
H  6.734  -8.916  3.947  0.12
C  4.788  -4.079  -6.078  -0.10
C  4.365  -2.826  -5.244  -0.18
O  4.182  -3.209  -3.931  0.06
C  4.078  -4.636  -3.973  -0.46
O  3.800  -5.356  -3.032  0.14
O  4.383  -5.131  -5.203  0.05
H  5.860  -4.141  -6.263  0.12
H  4.378  -4.256  -7.072  0.13
H  3.547  -2.227  -5.644  0.12
H  5.137  -2.094  -5.485  0.12
C  -0.502  -1.685  1.230  -0.09
C  0.098  -0.245  1.315  -0.16
O  -0.853  0.528  0.704  0.06
C  -1.532  -0.300  -0.157  -0.53
O  -2.424  0.122  -0.902  0.11
O  -1.233  -1.560  0.040  0.07
H  -1.263  -1.968  1.958  0.14
H  0.285  -2.425  1.087  0.13
H  1.097  -0.109  0.901  0.13
H  0.257  0.111  2.332  0.13
C  -2.876  7.175  2.463  -0.14
C  -4.020  7.019  1.638  -0.14
O  -3.659  7.927  0.594  0.09
C  -2.510  8.522  0.782  -0.55
O  -1.923  9.273  -0.058  0.07
O  -1.883  8.058  1.863  0.10
H  -2.511  6.148  2.442  0.14
H  -3.052  7.446  3.504  0.14
H  -4.931  7.131  2.226  0.14
H  -4.126  6.092  1.075  0.14



ORCA calculation (ωB97M-V/def2-TZVPD) on the ion C6H11N2O with charge +1.

Values from the calculation:
Structure (SMILES): C/C=C/C=[NH+]/C(C)=[NH+]\[O-]
Net charge: +1

Each line ends with the Löwdin charge.
Atoms and positions in Å:
C  -2.470  -0.062  0.031  -0.25
C  1.135  0.487  -0.106  -0.08
C  2.295  1.056  0.320  -0.09
C  -0.137  0.641  0.429  0.02
C  -3.089  -1.483  0.049  -0.01
C  3.500  0.946  -0.389  -0.08
N  -3.361  0.924  0.072  -0.10
N  -1.101  -0.062  -0.125  0.13
O  -3.470  2.156  -0.048  -0.01
H  1.228  -0.130  -1.052  0.16
H  2.274  1.821  1.200  0.18
H  -0.324  1.380  1.153  0.15
H  -2.628  -2.034  -0.794  0.09
H  -4.141  -1.363  -0.278  0.09
H  -3.093  -2.151  0.997  0.12
H  3.259  1.529  -1.285  0.12
H  4.309  1.472  0.095  0.10
H  3.737  -0.050  -0.854  0.13
H  -4.274  0.547  0.506  0.21
H  -0.731  -0.848  -0.581  0.14



Respective max |F| values: 6.561 4.294 eV/A.
Respective calculated total energy values: -92310.441 -11417.034 eV.